7
Properties=species:S:1:pos:R:3:forces:R:3:nbo_charge:R:1 method="wB97M-V/def2-TZVPD" homo_lumo_gap_ha=0.353 e_lumo_ev=0.2 multiplicity=1
O -1.79786 -0.45396 -0.25380 0.415 0.004 -0.085 -0.547
N 0.35925 2.35863 0.43440 -0.099 -1.494 -0.021 0.077
N 0.40989 1.23650 0.34109 -0.037 1.562 0.126 0.117
C 0.50779 -0.06055 0.18263 0.076 -0.212 -0.166 -0.384
C -0.64070 -0.82104 -0.27742 -0.133 0.163 0.008 0.374
H 1.50681 -0.46053 0.27684 -0.091 0.013 -0.055 0.243
H -0.34517 -1.79905 -0.70374 -0.132 -0.035 0.193 0.121

7
Properties=species:S:1:pos:R:3:forces:R:3:nbo_charge:R:1 method="wB97M-V/def2-TZVPD" smiles=c1cnon1 homo_lumo_gap_ha=0.442 e_lumo_ev=0.7 multiplicity=1
O -0.60769 -1.41701 0.01081 -0.869 -2.326 -0.864 -0.116
N 0.68504 -1.16891 -0.03390 0.600 0.701 -0.085 -0.063
N -1.40126 -0.35651 -0.06711 2.509 3.034 1.119 -0.066
C -0.50671 0.66482 0.01563 -0.747 -1.359 -1.309 -0.094
C 0.81710 0.14093 -0.09963 -1.143 -1.416 1.755 -0.122
H 1.81138 0.45192 0.15963 0.062 0.855 -0.605 0.239
H -0.79787 1.68476 0.01458 -0.410 0.511 -0.010 0.222

7
Properties=species:S:1:pos:R:3:forces:R:3:nbo_charge:R:1 method="wB97M-V/def2-TZVPD" smiles=c1conn1 homo_lumo_gap_ha=0.413 e_lumo_ev=1.0 multiplicity=1
O -0.03254 1.05935 0.42891 -0.988 1.815 -1.450 -0.318
N -0.59398 0.55194 -0.84687 -0.737 2.830 -0.665 0.103
N -0.33500 -0.61463 -0.96454 0.595 -2.493 1.675 -0.149
C 0.52693 0.04588 0.94221 -0.019 -2.265 0.547 0.146
C 0.29839 -1.06745 0.21391 1.566 -0.766 -0.229 -0.227
H 0.77971 -2.03797 0.45219 -0.903 0.666 -0.844 0.233
H 1.03149 0.13135 1.85969 0.486 0.213 0.966 0.212

7
Properties=species:S:1:pos:R:3:forces:R:3:nbo_charge:R:1 method="wB97M-V/def2-TZVPD" smiles="C=[N+]([O-])C#N" homo_lumo_gap_ha=0.362 e_lumo_ev=-0.3 multiplicity=1
O 1.80020 1.80657 0.02808 0.037 0.597 -0.172 -0.440
N 1.39992 0.64132 -0.04226 1.914 -1.902 1.090 0.099
N 3.37516 -1.11801 -0.01608 0.874 -0.762 0.174 -0.274
C 2.49438 -0.40252 0.06686 -2.572 2.176 -0.869 0.344
C 0.19656 0.18108 -0.02740 -0.649 -0.167 -0.120 -0.167
H -0.61747 0.88144 0.06648 0.128 0.190 -0.185 0.222
H 0.01232 -0.87357 -0.11776 0.268 -0.132 0.081 0.216

7
Properties=species:S:1:pos:R:3:forces:R:3:nbo_charge:R:1 method="wB97M-V/def2-TZVPD" homo_lumo_gap_ha="0.281 / 0.281" e_lumo_ev="-1.5 / -1.5" multiplicity=1
O 0.68790 1.75245 0.15222 -0.258 -0.226 -0.021 -0.577
N 1.26239 -1.81043 -0.36687 2.573 -0.481 1.546 0.163
N 0.90058 -0.95180 0.25626 -0.841 -1.163 -2.851 0.103
C -0.32954 -0.36919 0.30805 -0.720 0.756 0.378 -0.391
C -0.30426 1.04880 0.06063 -0.004 0.036 0.558 0.351
H -1.28158 1.47336 -0.23745 0.052 -0.073 0.008 0.129
H -0.93549 -1.14319 -0.17283 -0.803 1.150 0.383 0.223

7
Properties=species:S:1:pos:R:3:forces:R:3:nbo_charge:R:1 method="wB97M-V/def2-TZVPD" smiles=c1cnon1 homo_lumo_gap_ha=0.452 e_lumo_ev=0.8 multiplicity=1
O -0.49855 0.32886 1.50458 0.631 -0.063 -1.398 -0.130
N -1.29417 0.09532 0.43427 -0.844 -0.195 -0.087 -0.078
N 0.80783 0.26988 1.10737 0.431 -0.077 0.306 -0.080
C -0.54027 -0.13149 -0.59953 -0.321 -0.232 0.254 -0.097
C 0.81477 -0.02600 -0.15471 -0.638 0.176 -0.069 -0.086
H 1.71785 -0.11914 -0.73017 0.152 -0.021 0.168 0.231
H -1.00747 -0.41743 -1.56180 0.588 0.412 0.824 0.239

Largest force on an atom across the listed records, respectively: 1.6 4.1 3.1 3.5 3.2 1.5 eV Å⁻¹.